1.
{
  "formula": "H13NO5",
  "method": "wB97M-V/def2-TZVPD",
  "symbols": ["N", "H", "H", "H", "O", "H", "H", "O", "H", "H", "O", "H", "H", "O", "H", "H", "O", "H", "H"],
  "coordinates": [[1.36, 0.65, 1.16], [1.37, -0.35, 1.34], [2.00, 1.05, 1.83], [1.67, 0.80, 0.21], [0.82, -2.79, -0.45], [0.27, -2.02, -0.26], [1.60, -2.41, -0.87], [-2.62, -0.47, 0.27], [-2.95, -1.07, 0.96], [-2.04, 0.15, 0.79], [-1.43, 1.36, 1.89], [-0.46, 1.27, 1.75], [-1.54, 2.28, 1.61], [1.72, 1.25, -1.93], [0.88, 0.76, -2.02], [1.48, 2.17, -1.75], [-0.57, -0.57, -1.58], [-1.41, -0.71, -1.10], [-0.14, -1.38, -1.86]],
  "de_lowest_ev": 0.5020,
  "total_charge": 0,
  "lumo_energy_ev": 0.50,
  "smiles": "N.O.O.O.O.O",
  "homo_lumo_gap_ha": 0.4164,
  "e_tot_ev": -11939.37308
}

2.
{
  "formula": "C6H10F9NOPPbS",
  "method": "wB97M-V/def2-TZVPD",
  "symbols": ["O", "P", "N", "C", "C", "C", "C", "C", "F", "F", "C", "F", "F", "S", "F", "F", "F", "F", "F", "H", "H", "H", "H", "H", "H", "H", "H", "H", "H", "Pb"],
  "coordinates": [[5.03, -1.08, 1.44], [4.65, 0.14, 0.70], [3.19, 0.71, 1.24], [2.08, 0.02, 0.68], [1.13, 1.10, 0.12], [0.68, 0.80, -1.32], [-0.78, 0.45, -1.46], [-1.18, -0.98, -1.00], [-0.05, -1.71, -1.02], [-2.00, -1.56, -1.89], [-1.71, -1.23, 0.46], [-1.94, -2.55, 0.55], [-0.74, -0.92, 1.33], [-3.31, -0.38, 1.11], [-2.93, -0.78, 2.56], [-4.13, -1.69, 0.94], [-3.82, 0.07, -0.44], [-2.53, 0.98, 1.26], [-4.60, 0.35, 1.59], [5.58, 1.18, 0.88], [4.56, -0.09, -0.69], [1.62, -0.56, 1.48], [2.38, -0.69, -0.09], [1.68, 2.04, 0.11], [0.28, 1.26, 0.77], [1.32, 0.09, -1.82], [0.81, 1.72, -1.88], [-1.01, 0.49, -2.56], [-1.35, 1.31, -0.97], [-2.93, 1.50, -2.06]],
  "de_lowest_ev": 0.0000,
  "total_charge": 1,
  "lumo_energy_ev": -7.42,
  "homo_lumo_gap_ha": 0.0869,
  "e_tot_ev": -59735.22532
}